Entry 1:
Entry from the Open Molecules 2025 dataset: a molecular structure, C50H34N8Ti (ωB97M-V with the def2-TZVPD basis set).

Cartesian coordinates (Å):
Ti  0.874  0.602  -0.536
C  -6.006  1.981  -3.383
C  -4.822  1.908  -4.102
C  -3.639  1.563  -3.461
C  -3.616  1.281  -2.096
C  -4.817  1.346  -1.389
C  -6.000  1.696  -2.024
C  -2.339  0.916  -1.419
C  -1.719  -0.290  -1.777
C  -2.365  -1.335  -2.569
C  -1.551  -2.402  -2.576
C  -0.334  -2.059  -1.851
N  -0.485  -0.717  -1.395
C  0.797  -2.819  -1.732
C  2.021  -2.016  -1.414
C  2.475  -1.099  -2.516
C  2.095  0.174  -2.341
C  1.758  -1.143  -0.305
C  1.833  -2.014  0.859
C  1.101  -3.285  1.122
C  1.769  -4.502  1.103
C  1.089  -5.681  1.384
C  -0.262  -5.647  1.692
C  -0.936  -4.430  1.713
C  -0.258  -3.255  1.433
C  1.799  -0.977  1.957
N  1.108  0.118  1.557
C  0.958  0.951  2.633
C  0.124  2.107  2.519
C  0.063  3.066  3.652
C  0.481  4.383  3.482
C  0.427  5.285  4.536
C  -0.047  4.878  5.774
C  -0.469  3.567  5.951
C  -0.412  2.666  4.899
C  -0.706  2.305  1.440
C  -1.798  3.244  1.315
C  -2.526  2.891  0.227
C  -1.884  1.725  -0.356
N  -0.779  1.434  0.350
C  1.611  0.374  3.738
C  2.116  -0.862  3.313
N  2.957  -1.966  -0.173
C  0.866  -4.263  -1.996
C  2.062  -4.799  -2.479
C  2.188  -6.158  -2.713
C  1.127  -7.013  -2.444
C  -0.053  -6.498  -1.925
C  -0.180  -5.137  -1.693
H  -6.929  2.251  -3.879
H  -4.817  2.122  -5.163
H  -2.719  1.491  -4.030
H  -4.816  1.110  -0.332
H  -6.922  1.737  -1.458
H  -3.339  -1.249  -3.021
H  -1.722  -3.339  -3.076
H  3.006  -1.493  -3.380
H  2.386  0.892  -3.115
H  2.821  -4.518  0.845
H  1.616  -6.627  1.354
H  -0.792  -6.565  1.913
H  -1.993  -4.400  1.948
H  -0.774  -2.301  1.439
H  0.849  4.696  2.511
H  0.757  6.306  4.391
H  -0.088  5.579  6.597
H  -0.849  3.245  6.912
H  -0.746  1.645  5.031
H  -2.016  4.030  2.021
H  -3.432  3.350  -0.132
H  1.663  0.788  4.734
H  2.635  -1.595  3.910
H  2.895  -4.134  -2.669
H  3.120  -6.554  -3.097
H  1.227  -8.076  -2.616
H  -0.869  -7.162  -1.671
H  -1.070  -4.754  -1.212
N  3.703  3.610  0.353
C  4.428  2.650  1.033
C  3.773  1.474  0.845
N  2.672  1.698  0.062
C  2.655  2.980  -0.219
C  1.611  3.487  -1.087
N  0.743  2.642  -1.599
C  -0.100  3.389  -2.383
C  0.275  4.696  -2.340
N  1.373  4.747  -1.508
H  3.950  4.580  0.269
H  5.317  2.892  1.585
H  4.002  0.488  1.214
H  -0.918  2.942  -2.920
H  -0.133  5.574  -2.806
H  1.869  5.578  -1.240

E_LUMO ... -0.67 eV
Net charge ... 0
Gap between HOMO and LUMO ... 5.369 eV
ΔE to the lowest compared entry with this formula, charge and spin ... 457.8 kJ/mol

Mulliken population analysis, charges in e, atoms 1 to 2: -3.37 -0.39

Entry 2:
Entry from the Open Molecules 2025 dataset: a molecular structure, C50H35BrF4N5P2Tc (ωB97M-V with the def2-TZVPD basis set).

Cartesian coordinates (Å):
Tc  -0.206  -0.237  0.124
N  -2.994  2.627  -1.658
C  -2.526  1.570  -1.038
N  -1.231  1.393  -0.785
C  -0.347  2.344  -1.235
N  0.956  2.100  -1.086
N  1.145  0.939  -0.514
C  2.518  0.420  -0.591
C  2.652  -0.744  0.368
C  3.881  -1.285  0.692
C  3.922  -2.448  1.448
C  2.735  -3.037  1.855
C  1.544  -2.422  1.530
N  1.504  -1.293  0.807
C  -0.804  3.533  -1.886
C  0.058  4.552  -2.325
C  -0.469  5.656  -2.948
C  -1.855  5.772  -3.154
C  -2.720  4.785  -2.737
C  -2.181  3.669  -2.103
H  -3.993  2.685  -1.822
H  -3.232  0.812  -0.726
H  3.214  1.225  -0.350
H  4.789  -0.817  0.335
H  4.873  -2.896  1.704
H  2.724  -3.954  2.427
H  0.593  -2.829  1.845
H  1.122  4.451  -2.163
H  0.186  6.447  -3.288
H  -2.249  6.649  -3.647
H  -3.787  4.874  -2.896
F  -6.274  -0.521  3.748
C  -5.011  -0.289  3.484
C  -4.274  0.577  4.276
F  -4.836  1.166  5.305
C  -2.935  0.815  3.979
F  -2.265  1.619  4.790
C  -2.306  0.227  2.890
P  -0.552  0.519  2.485
C  -0.232  2.267  2.819
C  -0.708  3.200  1.897
C  -0.547  4.558  2.119
C  0.097  4.995  3.268
C  0.554  4.075  4.201
C  0.387  2.715  3.987
C  0.374  -0.462  3.682
C  1.753  -0.263  3.802
C  2.495  -1.051  4.666
C  1.873  -2.055  5.399
C  0.509  -2.273  5.266
C  -0.242  -1.479  4.409
C  -3.077  -0.643  2.127
Br  -2.307  -1.636  0.677
C  -4.399  -0.915  2.401
F  -5.098  -1.755  1.652
H  -1.247  2.865  1.020
H  -0.929  5.275  1.404
H  0.227  6.054  3.447
H  1.028  4.417  5.111
H  0.710  2.019  4.746
H  2.249  0.513  3.231
H  3.557  -0.876  4.776
H  2.451  -2.662  6.084
H  0.023  -3.048  5.842
H  -1.309  -1.648  4.332
C  1.092  -5.885  -0.823
C  -0.173  -5.333  -0.649
C  -0.404  -4.016  -1.010
C  0.622  -3.241  -1.560
C  1.887  -3.799  -1.727
C  2.116  -5.119  -1.359
P  0.315  -1.500  -1.925
C  -0.934  -1.341  -3.225
C  -1.112  -0.071  -3.785
C  -2.062  0.128  -4.771
C  -2.848  -0.936  -5.203
C  -2.665  -2.198  -4.662
C  -1.706  -2.407  -3.676
C  1.842  -0.868  -2.684
C  2.113  -1.273  -3.991
C  3.276  -0.871  -4.630
C  4.177  -0.048  -3.972
C  3.912  0.372  -2.675
C  2.756  -0.039  -2.028
H  1.273  -6.915  -0.548
H  -0.977  -5.932  -0.244
H  -1.402  -3.609  -0.887
H  2.697  -3.218  -2.148
H  3.097  -5.552  -1.505
H  -0.461  0.749  -3.496
H  -2.172  1.103  -5.229
H  -3.583  -0.785  -5.983
H  -3.254  -3.032  -5.020
H  -1.552  -3.405  -3.291
H  1.409  -1.907  -4.518
H  3.472  -1.195  -5.643
H  5.081  0.276  -4.468
H  4.608  1.030  -2.169

E_LUMO (alpha / beta) ... -9.76 / -9.53 eV
Net charge ... +3
Gap between HOMO and LUMO (alpha / beta) ... 6.149 / 6.444 eV
ΔE to the lowest compared entry with this formula, charge and spin ... 0.0 kJ/mol
Multiplicity ... 2

Mulliken population analysis, charges in e, atoms 1 to 2: -0.56 0.32

Entry 3:
Entry from the Open Molecules 2025 dataset: a molecular structure, C50H35BrN11NiO2 (ωB97M-V with the def2-TZVPD basis set).

Cartesian coordinates (Å):
Ni  0.243  0.292  -0.178
C  3.776  3.392  -1.787
N  2.765  3.104  -0.796
C  2.006  1.853  -0.896
N  0.601  2.245  -1.026
C  0.656  3.551  -0.657
N  1.802  4.146  -0.566
C  3.308  4.150  -3.020
C  4.152  5.013  -3.704
C  3.711  5.720  -4.820
C  2.396  5.612  -5.235
C  1.535  4.767  -4.538
C  1.994  4.019  -3.459
C  0.119  4.722  -4.905
N  -0.465  5.140  -5.976
N  -1.829  4.899  -5.800
C  -1.947  4.359  -4.641
O  -0.764  4.213  -4.011
C  -3.167  3.903  -3.966
C  -4.285  3.581  -4.727
C  -5.426  3.121  -4.096
C  -5.447  2.969  -2.716
C  -4.340  3.301  -1.943
C  -4.447  3.177  -0.442
N  -3.462  2.291  0.167
C  -2.215  1.988  -0.200
N  -1.656  1.213  0.701
C  -2.633  1.062  1.629
N  -3.748  1.709  1.359
C  -3.203  3.788  -2.583
H  4.181  2.423  -2.093
H  4.603  3.947  -1.334
H  2.351  1.232  -1.731
H  -0.244  4.137  -0.487
H  5.173  5.140  -3.358
H  4.392  6.375  -5.350
H  2.020  6.187  -6.071
H  1.319  3.337  -2.953
H  -4.238  3.693  -5.803
H  -6.300  2.861  -4.680
H  -6.334  2.575  -2.232
H  -5.416  2.760  -0.184
H  -4.378  4.159  0.030
H  -1.739  2.272  -1.123
H  -2.522  0.462  2.518
H  -2.329  4.087  -2.016
Br  -0.121  -12.890  -0.164
C  -0.047  -10.991  -0.199
C  1.135  -10.350  0.116
C  1.174  -8.962  0.089
C  0.052  -8.216  -0.243
C  -1.130  -8.887  -0.559
C  -1.182  -10.271  -0.538
N  0.217  -6.794  -0.235
N  -0.833  -6.182  -0.530
C  -0.806  -4.802  -0.573
C  -2.018  -4.234  -0.974
C  -2.222  -2.882  -1.156
C  -1.167  -1.978  -0.937
O  -1.215  -0.741  -1.176
C  0.073  -2.534  -0.405
N  1.002  -1.596  -0.094
C  2.199  -1.985  0.283
C  2.520  -3.339  0.425
C  1.576  -4.300  0.173
C  0.289  -3.915  -0.273
H  2.014  -10.923  0.377
H  2.089  -8.434  0.329
H  -2.002  -8.304  -0.819
H  -2.099  -10.790  -0.784
H  -2.826  -4.932  -1.162
H  -3.172  -2.491  -1.497
H  2.913  -1.199  0.479
H  3.515  -3.613  0.750
H  1.797  -5.349  0.289
C  1.905  1.045  0.406
C  2.570  1.222  1.496
C  3.208  1.534  2.614
C  4.418  0.809  3.083
C  4.587  -0.560  2.865
C  5.738  -1.221  3.269
C  6.751  -0.532  3.922
C  6.587  0.824  4.172
C  5.436  1.484  3.764
C  2.739  2.708  3.419
C  2.515  2.575  4.790
C  2.078  3.652  5.549
C  1.859  4.884  4.944
C  2.077  5.024  3.580
C  2.519  3.945  2.823
H  3.783  -1.113  2.401
H  5.836  -2.285  3.088
H  7.651  -1.045  4.239
H  7.362  1.377  4.691
H  5.326  2.543  3.959
H  2.686  1.613  5.262
H  1.902  3.527  6.611
H  1.518  5.727  5.533
H  1.905  5.978  3.095
H  2.665  4.049  1.755

E_LUMO (alpha / beta) ... 1.54 / 1.55 eV
Net charge ... -1
Gap between HOMO and LUMO (alpha / beta) ... 5.788 / 5.742 eV
ΔE to the lowest compared entry with this formula, charge and spin ... 21.5 kJ/mol

Mulliken population analysis, charges in e, atoms 1 to 2: 0.14 -1.30

Entry 4:
Entry from the Open Molecules 2025 dataset: 4 unconnected molecules or ions with the total composition C50H35F7N2O10PS at a distorted geometry (ωB97M-V with the def2-TZVPD basis set).

Cartesian coordinates (Å):
C  -3.756  -5.312  -4.145
C  -2.635  -4.992  -2.966
O  -1.659  -5.888  -2.774
O  -2.754  -3.746  -2.139
C  -1.462  -3.099  -2.001
N  -1.441  -1.565  -1.945
C  -2.415  -0.880  -2.853
C  -2.709  -1.527  -4.317
N  -2.464  -0.793  -5.479
C  -1.624  -1.203  -0.468
F  -0.394  -1.527  0.350
F  -2.685  -2.047  0.211
C  -2.048  0.303  -0.096
F  -3.557  0.409  -0.069
F  -1.569  1.424  -0.901
C  -1.607  0.694  1.473
F  -2.422  1.930  1.780
F  -0.186  1.132  1.576
F  -2.021  -0.313  2.472
P  0.308  -1.251  -2.359
O  1.352  -2.585  -1.807
O  0.982  0.174  -1.644
S  0.678  -1.124  -4.263
H  -4.708  -4.648  -3.866
H  -3.382  -4.882  -5.193
H  -4.043  -6.447  -4.225
H  -0.836  -3.370  -2.982
H  -0.929  -3.594  -1.055
H  -3.464  -0.858  -2.282
H  -2.172  0.269  -3.072
H  -3.150  -2.604  -4.468
H  -2.710  -1.365  -6.327
H  1.513  -3.175  -2.625
H  0.912  0.894  -2.361
C  2.602  -3.547  0.685
C  3.956  -3.214  0.712
C  4.917  -4.211  0.886
C  4.521  -5.545  1.046
C  3.167  -5.875  1.043
C  2.205  -4.875  0.850
C  2.736  -7.271  1.259
O  1.547  -7.562  1.253
C  3.760  -8.310  1.492
C  3.364  -9.627  1.757
C  4.325  -10.618  1.965
C  5.681  -10.300  1.900
C  6.079  -8.987  1.642
C  5.115  -7.988  1.448
C  5.546  -6.596  1.212
O  6.737  -6.314  1.159
H  1.853  -2.771  0.540
H  4.264  -2.178  0.596
H  5.972  -3.945  0.902
H  1.146  -5.126  0.833
H  2.307  -9.885  1.805
H  4.015  -11.640  2.175
H  6.431  -11.073  2.055
H  7.139  -8.745  1.598
C  -4.197  3.688  0.399
C  -3.483  4.539  1.242
C  -4.154  5.518  1.976
C  -5.542  5.656  1.858
C  -6.253  4.821  0.996
C  -5.580  3.827  0.273
C  -7.710  4.989  0.825
O  -8.336  4.254  0.071
C  -8.401  6.061  1.569
C  -9.773  6.269  1.373
C  -10.437  7.272  2.083
C  -9.737  8.062  2.995
C  -8.370  7.860  3.188
C  -7.699  6.864  2.466
C  -6.246  6.683  2.651
O  -5.629  7.380  3.449
H  -3.676  2.918  -0.166
H  -2.404  4.439  1.330
H  -3.591  6.176  2.637
H  -6.130  3.162  -0.391
H  -10.327  5.655  0.665
H  -11.501  7.435  1.925
H  -10.256  8.838  3.553
H  -7.829  8.484  3.898
C  8.127  3.242  -2.474
C  8.821  3.618  -1.324
C  8.129  3.838  -0.131
C  6.737  3.694  -0.092
C  6.041  3.342  -1.247
C  6.739  3.105  -2.439
C  4.568  3.236  -1.229
O  3.955  2.924  -2.243
C  3.843  3.520  0.025
C  2.442  3.479  0.042
C  1.749  3.733  1.228
C  2.451  4.018  2.399
C  3.846  4.065  2.384
C  4.542  3.824  1.192
C  6.016  3.911  1.178
O  6.633  4.166  2.206
H  8.667  3.062  -3.401
H  9.902  3.737  -1.354
H  8.678  4.126  0.764
H  6.203  2.816  -3.342
H  1.887  3.254  -0.867
H  0.662  3.706  1.237
H  1.911  4.209  3.324
H  4.386  4.293  3.301

E_LUMO ... -4.49 eV
Net charge ... +1
Gap between HOMO and LUMO ... 6.589 eV

Mulliken population analysis, charges in e, atoms 1 to 2: -0.96 0.71